DFT (ωB97M-V/def2-TZVPD) results for a cluster of 2 separate species, C3H9NO in total.

The geometry in XYZ format:
```
14
Properties=species:S:1:pos:R:3:forces:R:3
H -2.16977 -0.50285 0.82431 -5.1 -6.4 -8.7
H -0.83733 -0.70839 -2.43114 0.3 0.9 1.2
H -0.43101 0.80159 -1.87550 0.2 1.5 -1.2
H -0.50108 -1.00642 0.25873 0.2 0.8 -0.3
O -1.86840 0.00068 1.39879 3.8 10.0 9.9
N -0.78107 -0.06854 -1.60893 -1.5 -1.1 -1.2
H 2.18617 -0.83094 0.76934 0.9 -1.6 0.8
H 0.61410 1.59542 -0.00332 -0.5 1.6 0.1
C 1.97882 0.17390 0.94712 -5.0 2.8 -4.5
H -2.21389 0.97105 1.43735 0.6 -3.3 -0.7
C 0.94085 0.60769 0.05547 2.7 -4.3 3.2
C 0.04750 -0.49176 -0.54976 2.7 -3.0 0.7
H 2.33927 0.87814 1.63584 1.1 0.4 0.7
H 0.69585 -1.41957 -0.85829 -0.4 1.7 0.2
```
Forces are in eV/Å.

## Properties
* energy relative to the best compared isomer or geometry (same formula, charge and spin): 85.2 kcal per mole
* HOMO energy: -8.7 eV
* SMILES: C=CCN.O



DFT (ωB97M-V/def2-TZVPD) results for a structure of composition C5H6HgLiO2.

The geometry in XYZ format:
```
15
Properties=species:S:1:pos:R:3:forces:R:3
H -2.96223 -0.72315 -1.17357 -1.4 0.1 2.1
Li -2.78169 2.90972 -3.53088 -0.1 0.0 -0.2
C -2.38605 1.12437 -1.28275 0.5 -0.3 -1.3
H -2.00595 0.51377 1.44114 0.4 -0.3 0.1
H -2.77530 1.82695 -0.51880 0.5 -0.4 0.2
C 0.84441 0.00472 -0.50879 1.5 0.6 -0.2
O 2.04442 0.41682 -0.12975 -13.1 4.9 -4.2
C -2.03303 -0.24451 -0.78690 0.2 -0.9 2.2
H -1.66234 -1.26372 -0.97567 1.8 0.8 -2.2
Hg 3.50904 -0.30039 0.41675 11.6 -5.5 4.3
O -2.47916 1.43087 -2.46148 0.2 0.1 0.5
H -1.13236 -1.16272 1.34782 -0.6 0.3 -0.1
C -0.30481 0.35931 0.09919 0.0 -0.5 0.6
C -1.35620 -0.18639 0.90243 -1.3 1.0 -1.7
H 0.79145 -0.56302 -1.45281 -0.2 0.4 0.1
```
Forces are in eV/Å.

## Properties
* multiplicity: 2
* total charge: +2
* <S²>: 0.76
* HOMO energy (alpha / beta): -14.7 / -17.4 eV



DFT (ωB97M-V/def2-TZVPD) results for the ion C5H7O2S with charge -1.

The geometry in XYZ format:
```
15
Properties=species:S:1:pos:R:3:forces:R:3
H -1.42645 0.37233 -1.90276 1.1 -1.7 0.9
H -2.42354 0.80344 0.92142 0.9 -0.5 0.3
C -0.48795 -0.11564 -1.41099 -0.7 1.2 -1.7
H -2.17328 -0.91085 0.82856 0.3 -0.5 -0.4
O 2.64290 -1.36480 0.70038 0.1 -0.4 0.0
O 2.68773 -0.01324 -1.12715 0.4 -0.1 -0.8
H 0.33191 0.00564 -2.22737 -0.8 0.6 2.3
C 0.93579 0.35839 0.62994 1.2 -0.8 -2.5
C -0.40671 0.33395 0.03466 0.0 1.2 0.2
S 0.32871 2.04986 0.17365 -0.1 -0.7 0.6
C -1.63640 0.00962 1.02550 -0.2 1.5 -3.5
H 0.97002 0.13015 1.63802 0.0 0.0 2.1
H -0.41609 -1.15258 -1.18795 -1.1 -1.6 -0.9
H -1.22339 -0.04142 1.96992 0.6 0.2 2.1
C 2.29675 -0.46487 -0.06583 -1.9 1.6 1.2
```
Forces are in eV/Å.

## Properties
* total charge: -1
* energy relative to the best compared isomer or geometry (same formula, charge and spin): 13.7 kcal per mole
* HOMO energy: -3.9 eV
* SMILES: CC1(C)S[C@@H]1C(=O)[O-]